Formula: C3H8NS
Source: OMol25
Level of theory: ωB97M-V with the def2-TZVPD basis set

Geometry as XYZ:
```
13
Properties=species:S:1:pos:R:3:forces:R:3
C -1.580 1.432 1.632 -0.055 0.622 0.739
H 0.688 -1.349 0.681 0.046 -0.016 -0.002
H -1.007 -0.573 1.759 0.059 0.148 0.078
S 1.720 -0.355 -1.261 0.048 0.042 0.007
H -0.732 2.104 1.493 0.127 0.254 -0.561
H -0.028 -1.855 -0.881 0.238 -0.308 0.193
H -2.494 1.871 1.227 0.152 0.126 -0.236
C -0.818 0.013 -0.204 2.183 0.371 -0.028
H -0.396 0.980 -0.502 -0.083 0.208 0.111
H -1.705 1.495 2.718 -0.162 -0.733 -0.065
H -1.467 -0.242 -1.012 -1.129 -0.229 -0.268
N -1.346 0.118 1.115 -0.669 -0.658 0.185
C 0.372 -1.018 -0.306 -0.757 0.172 -0.154
```
Forces are in eV/Å.

Calculated values
⟨S²⟩: 0.75
E_LUMO (spin up / spin down) in eV: 1.1 / -1.8
Energy relative to the best compared isomer or geometry (same formula, charge and spin) in kJ/mol: 47.4
Electronic energy in eV: -15564.031
Spin multiplicity: 2